# 1
Here is C34H32ClN6O3S2SiZn as an isolated structure from the Open Molecules 2025 dataset. Energies are from the ωB97M-V functional and the def2-TZVPD basis.

Output
LUMO: 2.1 eV
HOMO-LUMO gap: 6.593 eV
Charge: -1
2S+1: 1
HOMO: -0.1662 Ha

Each line ends with the Löwdin charge.
Element x y z (Å)
1 H -2.40513 0.24845 0.57718  0.126
2 C 4.33555 1.77544 -1.48721  -0.170
3 C -2.93516 -0.22042 -2.79249  -0.059
4 H -3.65828 -1.02104 -2.68202  0.102
5 C 4.37772 -1.03835 0.74186  -0.063
6 C 2.05522 3.24192 -0.04861  -0.177
7 C -1.65174 -4.19033 -4.93962  -0.075
8 Si 3.28551 1.82197 0.08627  0.368
9 H -4.76909 -3.57926 -2.74819  0.111
10 H 1.20214 2.98100 -0.68220  -0.004
11 H 0.57520 1.44291 2.19445  0.108
12 C -4.04266 -3.97747 -4.72642  -0.342
13 O 1.06270 -4.07693 -3.89312  -0.335
14 H 2.20242 -4.19918 0.43927  0.102
15 H 5.01506 -0.16452 0.78398  0.063
16 H -3.03077 -4.43162 -6.56486  0.106
17 C -1.49798 -4.16352 2.37932  -0.073
18 C 2.82539 -3.31970 0.55914  -0.086
19 C -1.57770 1.28037 -4.23578  -0.255
20 H 0.80220 0.67817 4.57270  0.103
21 C -3.88680 -3.74380 -3.35869  -0.046
22 H -0.59404 -3.90881 4.30342  0.106
23 N -2.12908 -1.63878 -0.22759  0.123
24 C 0.20982 0.47026 2.50660  -0.112
25 H 1.22498 -2.03254 0.03552  0.060
26 H 0.27536 -1.70040 5.08920  0.116
27 C 0.37841 1.12542 -3.20436  -0.271
28 O 0.05140 -4.67649 -1.70928  -0.325
29 H 1.27124 1.75419 -3.16534  0.137
30 H 5.26359 1.66776 1.67579  0.008
31 C 2.26091 -2.07446 0.35270  -0.059
32 H -0.84465 2.95734 -2.93816  0.149
33 H -5.33112 -3.83056 -6.28816  0.078
34 H 4.76991 3.33517 1.38474  0.024
35 C -2.63757 0.26243 -3.99417  -0.660
36 N -0.34554 -0.26186 1.57262  0.060
37 C -0.98031 1.87603 -2.92946  -0.106
38 C -1.66972 -2.21165 0.94342  -0.202
39 C -0.53351 -2.09888 3.13228  -0.156
40 S 0.07411 -1.06334 -4.75397  1.011
41 Cl -3.46001 -0.29783 -5.42726  0.648
42 H 1.65124 3.51328 0.93206  0.026
43 H 0.30712 1.21426 -5.45255  0.100
44 H 3.81882 1.17562 -2.24266  0.023
45 C 4.93995 -2.28837 0.95186  -0.116
46 H -1.92908 2.02094 -4.95556  0.127
47 N 2.40454 0.36100 0.27290  -0.153
48 O -0.82615 1.82301 -0.56926  -0.127
49 C 4.39660 2.31717 1.54159  -0.183
50 C -2.62602 -3.69401 -2.79612  -0.067
51 H -2.46211 -4.10751 0.44512  0.107
52 H -5.99061 -3.41690 -4.81362  0.079
53 H 4.62008 -4.41558 1.03554  0.086
54 H 3.83091 2.30876 2.47836  0.023
55 N 0.27203 -2.31107 -2.26026  -0.092
56 H 5.30918 1.30784 -1.31533  0.020
57 C 4.17208 -3.44240 0.87845  -0.127
58 C -2.91381 -4.23151 -5.50491  -0.043
59 C -1.49758 1.40328 -1.59967  -0.369
60 S 0.10018 -3.79957 -2.85175  0.559
61 C -0.15419 0.71860 -4.60162  -0.441
62 C 0.32750 -1.20498 -2.96392  -0.651
63 C 0.07363 -1.27910 4.11068  -0.006
64 C -1.50963 -3.89955 -3.59431  -0.300
65 H -2.48619 -3.47781 -1.74233  0.078
66 C -0.85879 -3.45187 3.35725  -0.050
67 H 6.00230 -2.35754 1.16235  0.091
68 C 0.38097 0.01913 3.82610  -0.039
69 C -2.34646 -0.37874 -0.31276  -0.108
70 H -0.76220 -4.36039 -5.53345  0.110
71 C 3.00634 -0.88225 0.45060  -0.347
72 C -2.36585 0.33004 -1.57084  -0.159
73 N 0.56641 -0.04556 -2.38744  -0.023
74 H 4.51142 2.77269 -1.90270  0.019
75 H 2.53518 4.12859 -0.47365  0.027
76 C -1.91944 -3.54538 1.19394  -0.008
77 C -0.83746 -1.49964 1.88348  -0.135
78 N -5.32082 -3.99440 -5.29492  0.087
79 H -1.70936 -5.21492 2.52999  0.103
80 Zn 0.55251 0.25111 -0.37975  0.739



# 2
Here is C34H32CoN2O4S as an isolated structure from the Open Molecules 2025 dataset. Energies are from the ωB97M-V functional and the def2-TZVPD basis.

Output
LUMO (spin up / spin down): -1.1 / -1.1 eV
HOMO-LUMO gap (spin up / spin down): 6.362 / 6.542 eV
ΔE to the lowest compared entry with this formula, charge and spin: 32.8 kJ/mol
Charge: 0
2S+1: 4
HOMO (spin up / spin down): -0.2746 / -0.2810 Ha

Each line ends with the Löwdin charge.
Element x y z (Å)
1 C -0.14584 -4.79842 1.56682  0.000
2 H -2.35288 2.39615 -0.94380  0.107
3 H 5.98327 1.75901 0.62929  0.121
4 C -0.58073 -5.14212 3.97510  -0.036
5 H 8.21192 -1.75478 -0.28732  0.087
6 C 3.87915 -0.11420 -1.28300  -0.654
7 C -2.53728 -0.88348 -0.20185  -0.026
8 C 0.50592 1.47482 1.88646  -0.189
9 S 2.35712 -0.00777 -2.15249  0.649
10 C -1.90672 -1.39224 -1.32524  -0.053
11 C -2.22871 1.32389 -1.02354  -0.035
12 C 5.84031 -1.36387 -0.63576  -0.035
13 O 0.63382 2.03747 -0.38798  -0.224
14 H -3.23410 3.18559 0.78097  0.075
15 C 0.55878 2.48778 0.91608  -0.221
16 H 6.37159 -2.31023 -0.63757  0.110
17 C -1.58304 0.81660 -2.14593  -0.057
18 H -1.23685 1.49592 -2.91716  0.119
19 C 6.34194 -0.26470 0.06024  -0.150
20 C -2.70027 0.49041 -0.01294  -0.184
21 C 0.44066 4.15722 2.62825  -0.072
22 H 0.12779 -1.41204 4.64925  0.098
23 O 8.52188 -1.24577 0.46682  0.112
24 H -0.01934 -0.42890 -3.96982  0.059
25 H -1.87946 2.52263 1.71488  0.058
26 O 7.90348 0.48723 1.68320  0.113
27 Co 0.72092 -0.08126 -0.47232  0.598
28 H -0.88337 -5.32039 6.07808  0.102
29 H -4.46891 1.06333 1.00914  0.142
30 C -0.26051 -4.29641 2.89635  -0.172
31 C 0.41926 1.83386 3.23157  -0.010
32 C -2.95974 2.47325 1.55903  -0.060
33 C 0.19222 -3.99665 0.52597  0.005
34 C -0.07980 -2.45582 4.46198  -0.023
35 H -0.40572 -2.93107 6.51556  0.104
36 C -0.02354 -2.92680 3.14016  -0.098
37 C 7.62896 -0.29183 0.81268  -0.488
38 C 5.59247 0.90931 0.08475  -0.014
39 H 0.38501 1.04741 3.97038  0.103
40 H 0.54917 4.60782 0.54520  0.111
41 C -3.17860 0.15749 2.45661  -0.063
42 H 4.24962 -2.15710 -1.82665  0.101
43 C 0.43495 -2.60807 0.70980  -0.302
44 H -0.77622 -6.18790 3.76759  0.112
45 C -0.37806 -3.30506 5.50036  -0.072
46 C 0.27897 -2.04835 2.02894  -0.138
47 H 0.41903 5.20170 2.90744  0.107
48 C 4.38524 0.98579 -0.58118  -0.101
49 C 0.39007 3.16796 3.59644  -0.080
50 H 0.29987 -4.39458 -0.47510  0.122
51 O 0.75722 -1.90025 -0.30008  -0.130
52 H 1.09082 2.49254 -2.30641  0.055
53 H -2.11129 0.03758 2.66075  0.066
54 H -1.79962 -2.46503 -1.43268  0.120
55 H 0.32744 3.44029 4.64186  0.106
56 C 4.62837 -1.29163 -1.29974  -0.107
57 C -3.39387 1.04306 1.22376  -0.352
58 H -3.44807 2.79705 2.47900  0.084
59 H -0.04922 3.63228 -1.52721  0.101
60 C -0.64110 -4.65938 5.25643  -0.085
61 H -3.62013 -0.83100 2.33482  0.071
62 N 0.31524 -0.74471 2.29359  0.113
63 C 0.84990 3.02568 -1.39306  -0.074
64 H -0.28200 -2.06558 -3.36108  0.081
65 H -2.89639 -1.58259 0.54199  0.110
66 C -1.39222 -0.55321 -2.31456  -0.308
67 C 0.52520 3.81804 1.28231  -0.020
68 N 0.57012 0.15732 1.42051  -0.017
69 H 3.81210 1.90401 -0.56009  0.094
70 H 1.68953 3.66625 -1.12221  0.102
71 H -0.32427 -5.85343 1.39439  0.119
72 H -1.53533 -1.26800 -4.32217  0.087
73 C -0.76524 -1.11067 -3.56312  -0.053
74 H -3.64758 0.61900 3.32602  0.080



# 3
Here is C34H33BrINP2SSn as an isolated structure from the Open Molecules 2025 dataset. Energies are from the ωB97M-V functional and the def2-TZVPD basis.

Output
LUMO: -6.6 eV
HOMO-LUMO gap: 6.086 eV
ΔE to the lowest compared entry with this formula, charge and spin: 0.0 kJ/mol
Charge: +2
2S+1: 1
HOMO: -0.4658 Ha

Each line ends with the Löwdin charge.
Element x y z (Å)
1 H 2.32650 3.39204 -2.96769  0.122
2 C 1.63760 4.11684 0.26747  -0.050
3 H 5.33694 -3.62418 -0.10950  0.117
4 H 6.13949 2.89047 5.54503  0.043
5 H 7.11897 0.27100 0.06680  0.120
6 C 4.98966 0.21667 0.25273  -0.085
7 C -7.00365 -1.13222 -0.79045  -0.045
8 H 6.55582 3.59002 3.98005  0.036
9 H -1.84611 -4.96635 1.77942  0.122
10 H 1.69892 2.72461 1.89361  0.089
11 C 3.98426 -1.98940 0.16174  -0.092
12 H -0.06595 -0.27069 7.34688  0.120
13 H -0.98096 3.61583 5.79070  0.119
14 H -0.53707 2.81301 3.49960  0.104
15 H -7.84488 -1.72291 -1.12550  0.123
16 H 3.67840 1.39254 2.58164  0.082
17 H 3.10500 -2.62180 0.16350  0.098
18 Br -2.94516 -1.21476 -1.44743  0.718
19 H -0.73564 2.07712 7.70485  0.122
20 H -8.20218 0.21676 0.36960  0.122
21 H -6.28519 1.55957 1.12545  0.098
22 H 0.60562 -4.68739 1.72143  0.120
23 P 0.33661 0.21977 2.51569  0.817
24 H 1.61223 -2.46853 2.09733  0.091
25 C -0.16324 0.39901 6.50402  -0.042
26 C 6.36227 -1.73575 -0.02910  -0.035
27 C -0.28312 -1.48009 2.34835  -0.445
28 H 0.36098 -1.10051 5.06429  0.117
29 C -6.12670 0.71300 0.47307  -0.147
30 C 1.82337 4.30898 -1.09236  -0.041
31 H -2.32116 -0.80605 2.62005  0.079
32 C -4.64372 -0.70804 -0.78879  -0.703
33 N 2.01814 0.14194 2.30225  -0.425
34 S 6.15761 1.27436 3.74725  0.819
35 H 2.62627 1.15068 -2.00860  0.121
36 H 5.56051 -0.54953 5.17601  0.079
37 C 3.86313 -0.60352 0.29832  -0.365
38 C 5.23736 -2.55363 0.00217  -0.051
39 H -5.56775 -2.30797 -1.87125  0.110
40 C 2.34767 1.97791 -1.36355  -0.110
41 C -0.04913 0.81149 4.14350  -0.366
42 C -1.67515 -1.64666 2.39364  -0.137
43 H 7.34076 -2.17795 -0.15727  0.121
44 I -3.33524 1.60022 0.77684  0.997
45 C 3.04426 0.74360 3.19092  -0.256
46 H 1.36806 4.95026 0.90186  0.118
47 Sn -0.43704 0.35690 -0.01766  0.929
48 H 4.86312 3.24679 4.35397  0.030
49 H 3.23512 -0.95493 4.48246  0.115
50 C 2.18406 1.77480 0.01654  -0.473
51 C 0.53500 -2.58338 2.10218  -0.090
52 C -4.84465 0.37774 0.05249  -0.715
53 C -1.41178 -3.98842 1.93681  -0.037
54 H 4.31294 -0.97783 3.09165  0.105
55 H -3.30686 -3.02575 2.23914  0.121
56 C 1.81556 2.85490 0.82367  -0.109
57 C 5.88702 2.89642 4.48634  -0.407
58 C -2.23431 -2.89868 2.18894  -0.055
59 C -0.03160 -3.83177 1.90048  -0.043
60 H 4.89722 1.29083 0.35623  0.112
61 C 2.17914 3.23851 -1.90785  -0.046
62 C 3.88139 -0.32810 3.85887  -0.251
63 H 1.69482 5.29339 -1.52004  0.121
64 H 4.59545 0.87209 5.51786  0.085
65 C 4.99885 0.25875 4.71010  -0.473
66 C -0.54154 1.72265 6.70180  -0.035
67 H 2.55574 1.37843 3.93658  0.119
68 P 2.25421 0.07050 0.62724  0.858
69 C 6.24057 -0.35835 0.09206  -0.048
70 C -7.20541 -0.04724 0.04567  -0.049
71 C -0.67960 2.59090 5.62712  -0.049
72 C -5.72593 -1.46749 -1.21092  -0.112
73 C -0.43170 2.13727 4.34070  -0.086
74 C 0.08096 -0.06635 5.22361  -0.066